[1]
{
  "formula": "C2H9N2S",
  "method": "the ωB97M-V functional and the def2-TZVPD basis",
  "elements": ["C", "C", "N", "N", "S", "H", "H", "H", "H", "H", "H", "H", "H", "H"],
  "positions_angstrom": [[2.0677, -0.7589, 0.4408], [-2.1247, 0.3694, -0.0084], [1.0245, -0.1841, -0.4318], [-2.4111, 1.6282, 0.1604], [-3.2888, -0.8475, 0.1042], [3.0808, -0.6305, 0.0455], [2.0068, -0.2653, 1.4103], [1.8740, -1.8206, 0.5719], [1.2833, 0.7810, -0.6293], [-1.0610, 0.1015, -0.1715], [-3.3602, 1.9376, 0.3438], [1.0541, -0.6701, -1.3261], [-1.6927, 2.3401, 0.1312], [-2.4608, -1.8715, -0.1222]],
  "forces_ev_per_angstrom": [[-0.1, 0.1, 0.1], [0.5, 0.1, 0.2], [-0.1, 0.1, -0.2], [-0.2, -0.3, 0.0], [-0.3, 0.1, 0.0], [-0.1, 0.0, 0.0], [0.1, -0.1, 0.0], [0.0, 0.0, 0.1], [0.0, -0.2, -0.1], [-0.1, 0.1, 0.0], [0.1, 0.1, 0.0], [0.0, 0.2, 0.1], [0.0, -0.1, 0.0], [0.2, 0.0, 0.0]],
  "lowdin_charge": [-0.1577, -0.5017, -0.0942, 0.1308, 0.9748, 0.0777, 0.0726, 0.0727, 0.0713, 0.0655, 0.1396, 0.0752, 0.1466, -0.0732],
  "charge": 1,
  "energy_ha": -589.0327,
  "fmax_ev_per_a": 0.5,
  "gap_ev": 8.872,
  "e_above_lowest_ev": 1.010
}


[2]
{
  "formula": "C30H72BN9O11P",
  "method": "the ωB97M-V functional and the def2-TZVPD basis",
  "elements": ["C", "C", "N", "C", "C", "B", "P", "O", "O", "C", "C", "O", "H", "H", "H", "H", "H", "H", "H", "H", "H", "H", "H", "H", "H", "H", "H", "H", "C", "C", "O", "N", "C", "H", "H", "H", "H", "H", "H", "H", "C", "C", "O", "N", "C", "H", "H", "H", "H", "H", "H", "H", "C", "C", "O", "N", "C", "H", "H", "H", "H", "H", "H", "H", "C", "C", "O", "N", "C", "H", "H", "H", "H", "H", "H", "H", "C", "C", "O", "N", "C", "H", "H", "H", "H", "H", "H", "H", "C", "C", "O", "N", "C", "H", "H", "H", "H", "H", "H", "H", "C", "C", "O", "N", "C", "H", "H", "H", "H", "H", "H", "H", "C", "C", "O", "N", "C", "H", "H", "H", "H", "H", "H", "H"],
  "positions_angstrom": [[-3.3448, 0.3444, -1.2229], [-2.0732, -0.3619, -0.4690], [-1.9366, -0.0433, 1.0026], [-1.8050, 1.4381, 1.2789], [-0.9068, 1.5745, 2.6669], [-0.1251, 3.0209, 2.6398], [1.4461, 2.8016, 1.5197], [0.9749, 3.0590, -0.1382], [2.0595, 1.1729, 1.5879], [-2.9913, -0.7127, 1.8549], [-2.4653, -2.0075, 2.7735], [-4.2700, -0.3452, 1.9741], [-3.0021, 0.6499, -2.3250], [-3.7434, 1.3243, -0.7230], [-4.2895, -0.3714, -1.3386], [-1.0284, -0.1750, -0.9774], [-2.2509, -1.5404, -0.5363], [-2.8759, 1.8767, 1.5405], [-1.3981, 2.0761, 0.3857], [-1.6968, 1.4987, 3.5549], [-0.1892, 0.6383, 2.8081], [-0.8764, 3.7961, 2.1214], [0.1364, 3.3618, 3.7388], [1.5355, 3.8070, -0.5187], [1.9911, 0.8933, 2.5652], [-2.0094, -2.7692, 1.9996], [-1.5826, -1.5842, 3.4555], [-3.3266, -2.4579, 3.4327], [-3.8423, 3.2163, 5.6674], [-3.8099, 3.4049, 4.1763], [-2.7553, 3.4976, 3.5526], [-4.9991, 3.4729, 3.5115], [-6.3332, 3.3865, 4.0562], [-2.8195, 3.1812, 6.0529], [-4.3607, 4.0550, 6.1398], [-4.3370, 2.2732, 5.9150], [-4.8943, 3.6005, 2.5117], [-6.8384, 2.5421, 3.5812], [-6.8619, 4.3088, 3.8040], [-6.3339, 3.2499, 5.1382], [3.8808, -4.5105, 1.1162], [2.5968, -3.7823, 0.8313], [1.5061, -4.3472, 0.8573], [2.6647, -2.4521, 0.5364], [3.8370, -1.6136, 0.4561], [3.6642, -5.5601, 1.3337], [4.5376, -4.4673, 0.2433], [4.3746, -4.0722, 1.9877], [1.7596, -2.0332, 0.3569], [3.7224, -0.8018, 1.1783], [3.8840, -1.1934, -0.5513], [4.7566, -2.1611, 0.6661], [-5.0636, -0.8933, 5.1715], [-6.0035, -0.2893, 6.1775], [-5.7660, 0.7807, 6.7328], [-7.1516, -0.9652, 6.4703], [-7.6093, -2.2240, 5.9319], [-4.1960, -0.2398, 5.0448], [-4.7135, -1.8673, 5.5237], [-5.5640, -0.9940, 4.2046], [-7.7315, -0.4950, 7.1556], [-8.5780, -2.0559, 5.4554], [-7.7349, -2.9218, 6.7632], [-6.9135, -2.6443, 5.2049], [6.3606, -1.1288, -2.9867], [6.9775, -1.5147, -1.6712], [6.3396, -2.0953, -0.7962], [8.2884, -1.2019, -1.4602], [9.2010, -0.5284, -2.3532], [5.3137, -1.4444, -3.0052], [6.3962, -0.0434, -3.1131], [6.8855, -1.6262, -3.8068], [8.6305, -1.4940, -0.5522], [10.0456, -1.1958, -2.5401], [9.5606, 0.3735, -1.8523], [8.7337, -0.2576, -3.3007], [7.8926, 2.9902, 1.2358], [8.4350, 1.5882, 1.2333], [9.3749, 1.2529, 0.5165], [7.8524, 0.6727, 2.0599], [6.7487, 0.8659, 2.9701], [8.4586, 3.6015, 0.5273], [6.8437, 2.9866, 0.9273], [7.9964, 3.4304, 2.2312], [8.2730, -0.2474, 2.0012], [7.0929, 0.6174, 3.9768], [5.9500, 0.1774, 2.6840], [6.3707, 1.8888, 2.9561], [4.1185, -4.3985, -2.8583], [4.1509, -4.2099, -4.3494], [5.2055, -4.1172, -4.9731], [2.9617, -4.1419, -5.0142], [1.6276, -4.2283, -4.4695], [5.1413, -4.4336, -2.4728], [3.6001, -3.5598, -2.3858], [3.6238, -5.3416, -2.6106], [3.0665, -4.0143, -6.0140], [1.1224, -5.0727, -4.9445], [1.0989, -3.3060, -4.7217], [1.6269, -4.3649, -3.3875], [-0.4899, -0.8997, -6.9462], [-1.3839, -1.8294, -6.1739], [-1.0120, -2.3878, -5.1446], [-2.6449, -2.0477, -6.6462], [-3.2656, -1.4927, -7.8254], [0.4800, -0.8273, -6.4463], [-0.3297, -1.2869, -7.9560], [-0.9330, 0.0991, -6.9861], [-3.1848, -2.6847, -6.0721], [-4.1588, -0.9468, -7.5124], [-3.5606, -2.3210, -8.4741], [-2.6006, -0.8218, -8.3704], [-3.9172, 4.8557, -2.4612], [-4.8112, 3.9260, -1.6889], [-4.4393, 3.3676, -0.6596], [-6.0721, 3.7076, -2.1612], [-6.6929, 4.2627, -3.3404], [-2.9473, 4.9281, -1.9613], [-3.7570, 4.4684, -3.4710], [-4.3603, 5.8545, -2.5011], [-6.6121, 3.0707, -1.5871], [-7.5861, 4.8086, -3.0274], [-6.9879, 3.4344, -3.9891], [-6.0279, 4.9335, -3.8854]],
  "forces_ev_per_angstrom": [[-0.3, 0.4, -1.1], [-0.7, -1.6, -0.1], [-1.7, -0.6, -0.4], [-0.6, 0.6, 2.1], [-1.5, -1.3, 0.0], [-1.0, -2.0, -0.6], [1.8, 1.8, -0.3], [0.8, 0.6, -0.1], [-0.7, -0.1, 1.6], [-4.2, 0.8, 1.0], [0.5, 1.3, -0.9], [7.0, -1.7, -0.8], [-0.8, -0.7, 2.2], [1.1, -2.0, -0.7], [2.2, 1.3, 0.4], [-2.2, 0.0, 1.0], [0.5, 2.4, 0.0], [2.2, -0.7, -0.7], [-0.5, -1.7, 1.6], [1.7, 0.1, -1.7], [-1.5, 1.6, -0.6], [0.3, 0.5, -0.4], [0.8, 0.4, 0.6], [-1.0, -1.9, 1.2], [-0.2, 0.7, -2.2], [-0.9, 1.3, 1.7], [-1.9, -1.0, -1.6], [1.7, 0.9, -1.6], [0.1, -0.1, 0.2], [1.2, 0.2, -0.8], [-1.4, 0.3, 0.8], [0.1, 0.1, 0.1], [0.2, 0.0, -0.5], [-0.2, 0.1, -0.3], [-0.1, -0.2, 0.1], [-0.1, 0.2, 0.2], [0.0, -0.1, 0.2], [-0.3, 0.0, 0.2], [-0.3, -0.1, 0.2], [0.1, 0.0, -0.2], [0.2, -0.3, 0.1], [-0.8, 0.7, -0.2], [0.3, -0.2, 0.0], [-0.2, -1.0, 0.1], [-0.2, 0.3, 0.2], [-0.1, 0.3, -0.1], [0.1, 0.1, 0.2], [0.1, 0.0, -0.2], [0.2, 0.0, 0.1], [0.1, 0.1, -0.2], [0.3, 0.1, 0.2], [-0.4, 0.1, -0.2], [0.1, 0.1, 0.0], [0.1, 0.5, 0.4], [-0.3, -0.5, -0.1], [0.4, 0.4, 0.0], [-0.3, 0.2, 0.3], [-0.3, -0.1, 0.0], [-0.1, 0.0, -0.1], [0.2, -0.1, 0.0], [0.1, -0.1, -0.2], [0.0, -0.3, -0.1], [0.0, -0.2, -0.2], [-0.1, 0.2, 0.2], [-0.2, 0.0, -0.1], [0.3, -0.2, 0.6], [0.4, 0.0, -0.4], [-0.8, -0.3, -0.1], [0.3, 0.1, 0.4], [0.3, 0.0, 0.1], [0.1, -0.1, -0.1], [-0.1, 0.2, 0.0], [0.0, 0.2, -0.2], [0.1, 0.2, -0.2], [0.1, 0.0, -0.2], [0.0, -0.1, 0.2], [0.0, 0.2, -0.1], [0.2, -0.7, 0.0], [-0.1, 0.1, 0.0], [0.5, 0.5, -0.5], [0.0, -0.4, 0.1], [0.0, -0.3, 0.1], [0.0, 0.1, 0.2], [-0.2, 0.0, -0.1], [-0.2, 0.2, 0.0], [-0.3, 0.1, 0.1], [-0.2, 0.2, 0.2], [0.1, -0.2, -0.1], [0.2, 0.0, 0.2], [0.2, 0.1, -0.7], [-0.2, 0.0, 0.2], [0.9, -0.1, 0.3], [-0.2, 0.2, -0.4], [-0.2, 0.1, -0.2], [-0.1, -0.2, 0.1], [-0.1, 0.2, 0.1], [0.0, 0.0, 0.3], [-0.2, 0.0, 0.2], [-0.3, -0.2, 0.3], [0.1, 0.0, -0.2], [0.2, 0.1, 0.0], [0.0, -0.6, 0.9], [-0.2, 0.3, -0.7], [0.5, 0.0, 0.2], [-0.3, -0.3, 0.2], [-0.3, -0.1, 0.0], [-0.1, 0.2, 0.0], [0.1, -0.1, -0.2], [0.1, 0.2, -0.1], [0.0, 0.1, -0.3], [-0.1, 0.2, -0.2], [-0.1, -0.1, 0.2], [0.3, 0.1, 0.0], [0.2, -0.6, 1.1], [-0.4, 0.6, -0.7], [0.3, 0.0, 0.1], [-0.3, -0.3, 0.3], [-0.3, -0.1, 0.0], [-0.1, 0.2, 0.0], [0.0, -0.1, -0.2], [0.2, 0.1, -0.1], [0.0, 0.1, -0.3], [-0.1, 0.2, -0.2], [-0.1, -0.1, 0.2]],
  "lowdin_charge": [-0.1215, -0.2268, -0.1548, -0.1864, -0.2691, -0.7121, 0.8006, -0.4379, -0.4490, -0.2837, -0.0312, -0.0644, 0.0733, 0.0434, 0.0757, 0.1262, 0.1193, 0.1144, 0.1255, 0.0827, 0.0708, 0.0211, 0.0027, 0.0310, 0.0532, 0.0848, 0.0950, 0.0637, -0.0043, -0.5166, 0.0006, 0.0114, -0.0913, 0.0896, 0.0818, 0.0463, 0.1360, 0.0770, 0.0719, 0.0705, -0.0123, -0.5587, -0.0033, 0.0220, -0.0901, 0.0800, 0.0692, 0.0842, 0.1425, 0.0616, 0.0802, 0.0484, -0.0147, -0.5297, 0.0095, -0.0051, -0.0865, 0.0883, 0.0845, 0.0802, 0.1380, 0.0799, 0.0789, 0.0787, -0.0003, -0.5203, -0.0069, 0.0103, -0.0819, 0.0771, 0.0879, 0.0877, 0.1336, 0.0813, 0.0672, 0.0761, -0.0104, -0.5424, -0.0021, 0.0051, -0.0680, 0.0831, 0.0914, 0.0855, 0.1372, 0.0816, 0.0811, 0.0825, -0.0150, -0.5532, 0.0002, -0.0014, -0.0722, 0.0821, 0.0832, 0.0902, 0.1372, 0.0837, 0.0596, 0.0838, -0.0113, -0.5373, 0.0222, -0.0018, -0.0867, 0.0871, 0.0836, 0.0865, 0.1439, 0.0825, 0.0807, 0.0748, -0.0083, -0.5351, 0.0188, -0.0008, -0.0915, 0.0929, 0.0830, 0.0824, 0.1432, 0.0790, 0.0792, 0.0737],
  "charge": -1,
  "energy_ha": -2872.9461,
  "fmax_ev_per_a": 7.3,
  "gap_ev": 4.535
}


[3]
{
  "formula": "C34H41BGeN13O4SeTi",
  "method": "the ωB97M-V functional and the def2-TZVPD basis",
  "elements": ["Ti", "C", "C", "N", "N", "C", "B", "N", "C", "C", "C", "N", "N", "C", "C", "C", "N", "N", "C", "C", "C", "N", "H", "H", "H", "H", "H", "H", "H", "H", "H", "H", "H", "H", "N", "N", "C", "O", "O", "H", "H", "H", "C", "O", "C", "C", "C", "C", "C", "C", "N", "N", "C", "C", "C", "C", "O", "C", "N", "C", "C", "C", "C", "H", "H", "H", "H", "H", "H", "H", "H", "H", "H", "H", "H", "C", "Ge", "C", "C", "C", "Se", "C", "H", "H", "H", "H", "H", "H", "H", "H", "H", "H", "H", "H", "H", "H"],
  "positions_angstrom": [[-0.9130, -0.4631, -0.6681], [-1.6580, -3.7008, -3.4536], [-1.9151, -2.4345, -2.9409], [-1.3210, -2.2843, -1.7564], [-0.6848, -3.4622, -1.4859], [-0.8712, -4.3180, -2.5011], [0.1349, -3.5610, -0.1801], [1.3308, -2.5758, -0.3213], [2.6356, -2.8270, -0.4824], [3.2928, -1.6280, -0.6864], [2.2859, -0.6696, -0.6495], [1.1009, -1.2437, -0.4317], [-0.7678, -3.0595, 0.9798], [-1.2508, -3.7677, 2.0110], [-2.0631, -2.9415, 2.7608], [-2.0253, -1.7168, 2.0981], [-1.2430, -1.7926, 1.0222], [0.6407, -4.9469, 0.1667], [1.4730, -5.2284, 1.2062], [1.5704, -6.5893, 1.3111], [0.7369, -7.0738, 0.2809], [0.1803, -6.0884, -0.3979], [-1.9856, -4.1071, -4.3942], [-2.4888, -1.6287, -3.3649], [-0.4488, -5.3058, -2.4573], [3.0163, -3.8341, -0.4460], [4.3449, -1.4724, -0.8512], [2.3683, 0.3949, -0.8008], [-1.0021, -4.8078, 2.1427], [-2.6108, -3.1895, 3.6539], [-2.5291, -0.8026, 2.3598], [1.9219, -4.4408, 1.7912], [2.1382, -7.1590, 2.0268], [0.5259, -8.0974, 0.0128], [-1.1214, 3.0865, -1.5221], [-1.7007, 2.3285, -2.5327], [-1.3346, 1.0534, -2.8377], [-1.8799, 0.4784, -3.7576], [-0.3337, 0.5137, -2.1150], [-1.8161, 3.3727, -0.8432], [-0.6449, 3.8923, -1.9067], [-2.4404, 2.7032, -3.1057], [0.1557, -2.4917, 6.6545], [0.3749, -1.1406, 7.0142], [-0.4998, -0.2182, 6.5301], [-0.3229, 1.0933, 6.9781], [-1.1177, 2.1085, 6.5005], [-2.1257, 1.8503, 5.5540], [-2.3493, 0.5148, 5.1808], [-1.5333, -0.5062, 5.6445], [-2.8058, 2.9273, 5.0343], [-3.6909, 2.7000, 4.0846], [-3.4380, 2.2912, 2.8840], [-4.5319, 1.8520, 2.0456], [-4.3096, 1.1478, 0.9096], [-2.9949, 0.8080, 0.4829], [-2.7094, -0.0092, -0.5600], [-1.9165, 1.3395, 1.1592], [-0.6735, 1.0515, 0.6214], [0.3813, 1.7504, 1.0915], [0.2781, 2.6235, 2.1310], [-0.9655, 2.8062, 2.7829], [-2.0801, 2.1710, 2.3111], [0.8929, -3.0751, 7.1986], [0.2945, -2.6463, 5.5805], [-0.8469, -2.8202, 6.9394], [0.4549, 1.2885, 7.7058], [-0.9662, 3.1293, 6.8294], [-3.1845, 0.2863, 4.5311], [-1.7143, -1.5166, 5.3067], [-5.5407, 2.0323, 2.3905], [-5.1477, 0.7958, 0.3190], [1.3248, 1.6008, 0.5865], [1.1530, 3.1696, 2.4527], [-1.0490, 3.4905, 3.6161], [4.5714, 4.9296, -6.0362], [2.9818, 4.0641, -5.2934], [2.0714, 2.9943, -6.6486], [1.7378, 5.3893, -4.5708], [3.4781, 2.9220, -3.7741], [1.8886, 2.0066, -3.0622], [2.2032, 0.3300, -3.9969], [4.2877, 5.6083, -6.8425], [5.2617, 4.1886, -6.4414], [5.0923, 5.5067, -5.2710], [1.6758, 3.6369, -7.4367], [1.2369, 2.4602, -6.1910], [2.7458, 2.2693, -7.1071], [1.4900, 6.1549, -5.3068], [2.1640, 5.8779, -3.6924], [0.8178, 4.8839, -4.2710], [3.8810, 3.5279, -2.9624], [4.2147, 2.1584, -4.0223], [2.3396, 0.5330, -5.0570], [1.3274, -0.2959, -3.8472], [3.0893, -0.1561, -3.5936]],
  "forces_ev_per_angstrom": [[-0.7, -0.7, 0.2], [0.0, 0.0, 0.0], [-0.1, 0.0, 0.1], [0.2, -0.4, 0.0], [0.0, -0.1, 0.0], [0.0, 0.0, 0.0], [-0.2, 0.2, -0.1], [0.0, 0.0, 0.1], [0.1, 0.1, 0.0], [0.0, 0.0, 0.0], [0.0, 0.0, 0.0], [0.4, -0.1, 0.0], [0.1, 0.0, 0.0], [-0.1, 0.0, 0.1], [0.0, 0.0, 0.0], [0.0, 0.0, 0.1], [0.0, -0.5, 0.3], [0.1, 0.1, 0.0], [0.0, 0.0, -0.1], [-0.1, -0.1, 0.0], [0.0, 0.0, 0.0], [0.0, 0.0, 0.1], [0.0, 0.0, 0.0], [0.1, 0.1, 0.0], [0.0, 0.0, 0.0], [0.0, 0.0, 0.0], [0.0, 0.0, 0.0], [-0.1, 0.0, -0.1], [0.0, 0.0, 0.0], [0.0, 0.0, 0.0], [0.0, 0.0, -0.1], [0.0, 0.0, 0.0], [0.0, 0.0, 0.0], [0.0, 0.0, 0.0], [0.1, 0.0, 0.0], [0.1, 0.1, 0.2], [0.1, 0.5, -0.6], [0.1, -0.2, 0.0], [-0.5, 0.2, -0.7], [0.0, 0.0, 0.0], [0.0, 0.0, 0.0], [0.0, 0.0, 0.0], [0.0, 0.0, 0.0], [0.0, -0.1, 0.1], [0.0, 0.0, 0.0], [0.1, 0.1, 0.0], [0.1, 0.0, 0.0], [-0.2, -0.3, -0.2], [0.0, 0.1, 0.0], [-0.1, 0.0, 0.0], [0.2, 0.5, 0.1], [-0.3, -0.3, 0.1], [0.3, -0.2, 0.1], [-0.1, 0.1, -0.1], [-0.1, -0.3, -0.1], [-0.1, 0.2, 0.2], [0.5, 0.5, 0.1], [-0.3, -0.1, -0.3], [-0.3, 0.2, 0.7], [0.0, 0.0, -0.1], [0.1, 0.2, 0.1], [0.0, 0.2, -0.1], [0.0, 0.0, 0.1], [0.0, 0.0, 0.0], [0.0, 0.0, 0.0], [0.0, 0.0, 0.0], [0.0, 0.0, 0.0], [0.0, 0.0, 0.0], [0.1, 0.0, -0.1], [0.0, 0.0, 0.0], [0.0, 0.1, 0.0], [0.0, -0.1, 0.0], [0.0, -0.1, 0.0], [0.0, 0.0, 0.0], [0.1, -0.1, 0.1], [0.0, 0.0, 0.0], [0.0, 0.0, 0.1], [0.0, 0.0, 0.0], [0.0, 0.0, 0.0], [-0.1, 0.0, 0.0], [0.4, 0.1, 0.0], [0.0, 0.1, 0.0], [0.0, 0.0, 0.0], [0.0, 0.0, 0.0], [0.0, 0.0, 0.0], [0.0, 0.0, 0.0], [0.0, 0.0, 0.0], [0.0, 0.0, 0.0], [0.0, 0.0, 0.0], [0.0, 0.0, 0.0], [0.0, 0.0, 0.0], [0.0, 0.0, 0.0], [0.0, 0.0, 0.0], [0.0, 0.0, 0.0], [0.0, 0.0, 0.0], [0.0, 0.0, 0.0]],
  "mulliken_spin": [-0.0286, 0.0002, 0.0000, 0.0003, -0.0004, -0.0001, -0.0011, 0.0007, -0.0001, 0.0001, 0.0000, 0.0012, 0.0001, 0.0000, 0.0008, -0.0051, 0.0015, 0.0002, -0.0001, 0.0001, 0.0000, 0.0000, 0.0000, -0.0001, 0.0000, 0.0000, 0.0000, 0.0002, 0.0001, 0.0002, 0.0050, 0.0000, 0.0000, 0.0000, -0.0001, 0.0000, 0.0006, 0.0001, -0.0029, -0.0001, 0.0000, 0.0000, 0.0022, 0.0247, 0.1367, -0.0790, 0.1292, -0.0275, 0.1584, -0.0700, 0.5187, 0.1579, 0.0471, 0.0104, 0.0055, 0.0058, 0.0086, 0.0022, -0.0063, -0.0114, 0.0100, -0.0087, 0.0066, -0.0002, 0.0006, 0.0002, -0.0027, 0.0004, 0.0103, -0.0019, -0.0012, -0.0001, -0.0009, 0.0003, 0.0012, 0.0000, 0.0000, 0.0000, 0.0000, 0.0000, 0.0001, -0.0001, 0.0000, 0.0000, 0.0000, 0.0000, 0.0000, 0.0000, 0.0000, 0.0000, 0.0000, 0.0000, 0.0000, 0.0000, 0.0001, 0.0000],
  "charge": 0,
  "spin_multiplicity": 2,
  "energy_ha": -7685.8219,
  "fmax_ev_per_a": 1.0,
  "gap_ev": [5.481, 5.386],
  "e_above_lowest_ev": 2.005,
  "s2": 0.78
}